# 1
Below is 2 unconnected molecules or ions with the total composition C4H10N2O, with properties calculated with ωB97M-V/def2-TZVPD.

Calculated values
* ΔE to the lowest compared entry with this formula, charge and spin: 177.5 kJ/mol
* multiplicity: 1
* E_HOMO: -9.36 eV
* charge: 0
* SMILES: CN(C)C.N=C=O

Geometry (Å):
C  1.22618  0.16647  0.89107
N  -0.08555  0.02588  0.27898
C  -0.88671  -1.01855  0.89012
C  -0.84074  1.26918  0.22908
H  1.20347  0.77044  1.80965
H  1.60292  -0.83208  1.11990
H  1.87298  0.60035  0.13162
H  -1.10543  -0.77318  1.93950
H  -0.35889  -1.97664  0.84531
H  -1.81667  -1.10134  0.32570
H  -0.28592  2.04844  -0.30464
H  -1.76937  1.07070  -0.31131
H  -1.08008  1.62118  1.24327
N  1.39587  -0.27427  -1.82304
C  0.16596  -0.45751  -1.74235
O  -0.95010  -0.70926  -2.05628
H  1.76965  -0.42295  -2.75158

For each atom in turn, the Löwdin charge in e is:
1. C -0.10
2. N -0.37
3. C -0.08
4. C -0.08
5. H 0.09
6. H 0.09
7. H 0.06
8. H 0.09
9. H 0.10
10. H 0.09
11. H 0.10
12. H 0.09
13. H 0.09
14. N 0.12
15. C -0.45
16. O 0.09
17. H 0.07



# 2
Below is 2 unconnected molecules or ions with the total composition C4H10N2O, with properties calculated with ωB97M-V/def2-TZVPD.

Calculated values
* ΔE to the lowest compared entry with this formula, charge and spin: 327.0 kJ/mol
* multiplicity: 1
* E_HOMO: -8.81 eV
* charge: 0

Geometry (Å):
C  -0.34519  0.25841  -0.78331
C  -1.79190  -0.19889  -1.00454
C  0.28720  -0.98118  1.21364
N  -0.06129  0.30116  0.64220
C  2.28892  1.54024  0.53004
O  -2.68304  0.58816  -0.25454
N  3.11501  0.93520  -0.03227
H  -2.24632  0.74162  0.59662
H  3.49229  0.19422  -0.59440
H  0.33987  -0.40506  -1.33761
H  -0.23999  1.27201  -1.17940
H  -2.06779  -0.09214  -2.05623
H  -1.89433  -1.25954  -0.73044
H  0.69440  1.07478  0.86360
H  0.51019  -0.85096  2.27150
H  1.15784  -1.44967  0.72432
H  -0.55587  -1.66838  1.13084

For each atom in turn, the Löwdin charge in e is:
1. C -0.25
2. C -0.28
3. C -0.15
4. N -0.18
5. C -0.01
6. O -0.08
7. N 0.11
8. H 0.07
9. H 0.09
10. H 0.11
11. H 0.12
12. H 0.11
13. H 0.10
14. H 0.01
15. H 0.08
16. H 0.07
17. H 0.07



# 3
Below is C4H10N2O in the gas phase, with properties calculated with ωB97M-V/def2-TZVPD.

Calculated values
* ΔE to the lowest compared entry with this formula, charge and spin: 153.1 kJ/mol
* multiplicity: 1
* E_HOMO: -9.18 eV
* charge: 0
* SMILES: CCC(=O)NCN

Geometry (Å):
C  -1.27172  0.79780  1.88498
C  -0.14685  1.43435  1.04048
C  0.91324  0.43558  0.56881
O  1.98192  0.39696  1.11094
N  0.81897  -0.05762  -0.76834
C  -0.09868  -1.10684  -1.24472
N  0.35916  -1.59524  -2.50126
H  -0.77033  0.11503  2.58130
H  -1.67381  1.55160  2.55643
H  -1.99719  0.19901  1.34300
H  -0.61355  2.05035  0.26644
H  0.47323  2.10948  1.61645
H  1.77592  -0.33133  -0.97816
H  -0.18365  -1.90997  -0.49424
H  -1.07553  -0.62866  -1.32761
H  0.84905  -0.92433  -3.05410
H  0.65981  -2.53616  -2.60040

For each atom in turn, the Löwdin charge in e is:
1. C -0.09
2. C -0.16
3. C -0.48
4. O 0.08
5. N 0.04
6. C -0.30
7. N 0.02
8. H 0.07
9. H 0.07
10. H 0.07
11. H 0.11
12. H 0.11
13. H 0.12
14. H 0.12
15. H 0.10
16. H 0.07
17. H 0.06



# 4
Below is C4H10N2O in the gas phase, with properties calculated with ωB97M-V/def2-TZVPD.

Calculated values
* ΔE to the lowest compared entry with this formula, charge and spin: 92.9 kJ/mol
* multiplicity: 1
* E_HOMO: -9.39 eV
* charge: 0
* SMILES: CC(=O)NCCN

Geometry (Å):
C  0.98522  -0.31089  -1.73458
C  1.36198  -0.53696  -0.29101
O  2.46579  -0.91291  0.04145
N  0.37514  -0.37722  0.66584
C  -1.06261  -0.55245  0.46891
C  -1.71598  0.71784  -0.07766
N  -1.89745  1.77650  0.91660
H  1.81456  -0.66679  -2.31965
H  0.85723  0.76078  -1.92793
H  -0.01086  -0.69652  -1.90253
H  0.73625  -0.78977  1.51853
H  -1.49716  -0.80159  1.43588
H  -1.25251  -1.44470  -0.14139
H  -2.67972  0.52555  -0.55498
H  -1.02351  1.12834  -0.80890
H  -1.04229  1.95130  1.42900
H  -2.60577  1.49843  1.58372

For each atom in turn, the Löwdin charge in e is:
1. C 0.00
2. C -0.53
3. O 0.05
4. N 0.04
5. C -0.20
6. C -0.27
7. N -0.01
8. H 0.08
9. H 0.09
10. H 0.07
11. H 0.13
12. H 0.11
13. H 0.11
14. H 0.11
15. H 0.09
16. H 0.06
17. H 0.06



# 5
Below is 2 unconnected molecules or ions with the total composition C4H10N2O, with properties calculated with ωB97M-V/def2-TZVPD.

Calculated values
* ΔE to the lowest compared entry with this formula, charge and spin: 474.4 kJ/mol
* multiplicity: 1
* E_HOMO: -8.37 eV
* charge: 0

Geometry (Å):
C  1.49273  -0.89291  -0.50464
N  2.12607  0.25341  -0.31818
C  -0.59451  -0.52062  -0.42450
C  -0.86559  0.25354  -1.48215
H  2.31437  0.78518  -1.15952
H  1.61374  0.82062  0.51036
H  1.52579  -1.38078  -1.47070
H  1.38837  -1.54481  0.35566
H  -1.10882  -1.48015  -0.33916
H  -1.59866  0.00013  -2.24182
H  -0.35590  1.20747  -1.60073
N  -1.67827  0.54871  1.67087
C  -0.35706  0.21184  1.24578
O  0.47798  1.20632  1.22780
H  -1.97788  1.42143  1.25341
H  -2.36095  -0.18047  1.50488
H  -0.04140  -0.70892  1.77263

For each atom in turn, the Löwdin charge in e is:
1. C -0.08
2. N 0.05
3. C -0.18
4. C -0.02
5. H 0.10
6. H 0.06
7. H 0.10
8. H 0.09
9. H 0.09
10. H 0.06
11. H 0.07
12. N 0.06
13. C -0.55
14. O -0.13
15. H 0.09
16. H 0.07
17. H 0.12



# 6
Below is 2 unconnected molecules or ions with the total composition C4H10N2O, with properties calculated with ωB97M-V/def2-TZVPD.

Calculated values
* ΔE to the lowest compared entry with this formula, charge and spin: 153.2 kJ/mol
* multiplicity: 1
* E_HOMO: -8.50 eV
* charge: 0
* SMILES: CNC=O.C=CN

Geometry (Å):
C  1.47311  1.02822  1.13353
N  0.65285  0.02606  1.78383
C  0.76503  -1.28725  1.49137
O  1.62183  -1.76275  0.77803
H  2.40473  0.54634  0.85157
H  1.69197  1.83753  1.82624
H  0.99642  1.41743  0.23286
H  -0.19481  0.32199  2.24192
H  -0.00346  -1.90569  1.97705
C  -2.26083  0.01606  -1.07069
C  -1.11207  0.43164  -1.60188
N  -0.14826  -0.36294  -2.21628
H  -2.50914  -1.03817  -1.03166
H  -2.98371  0.72655  -0.69911
H  -0.87762  1.48935  -1.63274
H  -0.31301  -1.34745  -2.10496
H  0.79699  -0.13692  -1.95907

For each atom in turn, the Löwdin charge in e is:
1. C -0.08
2. N -0.03
3. C -0.39
4. O 0.00
5. H 0.08
6. H 0.08
7. H 0.07
8. H 0.13
9. H 0.13
10. C -0.03
11. C -0.33
12. N 0.04
13. H 0.05
14. H 0.04
15. H 0.10
16. H 0.08
17. H 0.07